(1)
Entry from the OMol25 dataset: C5H6O as an isolated structure (the ωB97M-V functional and the def2-TZVPD basis).

The value obtained for the maximum force is 3.02 eV/Å. The orbital gap comes out at 10.3662 eV. Its total energy is -7325.3082 eV. Its relative energy (zero: lowest compared OMol25 entry of this formula, charge and spin) is 3.976 eV. Its highest occupied orbital energy is -9.234 eV.

Last column: Löwdin charge in e.
Geometry (Å):
C  0.220  0.356  -1.154  -0.09
C  -0.844  -0.265  -0.328  -0.19
C  -0.162  -1.014  0.821  -0.20
O  1.257  -0.881  0.715  -0.02
C  0.985  0.451  0.285  -0.20
C  -0.428  0.441  0.950  -0.06
H  -0.025  1.389  -1.474  0.12
H  0.698  -0.179  -1.994  0.11
H  -1.833  -0.544  -0.645  0.12
H  -0.592  -1.877  1.319  0.15
H  1.698  1.082  -0.167  0.12
H  -0.973  1.041  1.671  0.13

=====

(2)
Entry from the OMol25 dataset: C22H37ClP2Pb as an isolated structure (the ωB97M-V functional and the def2-TZVPD basis).

The value obtained for the maximum force is 2.16 eV/Å. The orbital gap comes out at 7.1812 eV. Its total energy is -59757.2477 eV. Its relative energy (zero: lowest compared OMol25 entry of this formula, charge and spin) is 0.000 eV. Its highest occupied orbital energy is -7.297 eV.

Last column: Löwdin charge in e.
Geometry (Å):
P  0.184  -1.726  -3.598  0.86
P  0.377  1.566  -3.398  0.90
C  -0.130  -0.683  -5.103  -0.41
C  0.534  0.704  -5.057  -0.41
H  -1.226  -0.609  -5.210  0.07
H  0.255  -1.279  -5.944  0.07
H  1.610  0.637  -5.283  0.07
H  0.073  1.370  -5.803  0.07
C  -1.300  2.265  -3.687  -0.28
H  -1.583  2.901  -2.841  0.04
H  -2.053  1.473  -3.804  0.04
H  -1.266  2.870  -4.602  0.04
C  1.412  3.048  -3.687  -0.29
H  1.026  3.637  -4.532  0.04
H  2.447  2.740  -3.892  0.04
H  1.398  3.663  -2.776  0.03
C  -0.931  -3.133  -3.872  -0.28
H  -0.912  -3.779  -2.985  0.04
H  -0.586  -3.695  -4.752  0.03
H  -1.957  -2.775  -4.038  0.04
C  1.826  -2.396  -4.007  -0.27
H  2.580  -1.597  -4.005  0.04
H  1.769  -2.852  -5.004  0.04
H  2.100  -3.159  -3.267  0.04
Pb  1.879  0.260  3.395  1.10
C  0.111  1.571  -0.377  -0.17
C  -1.211  1.310  -0.405  -0.13
C  -1.933  0.231  -1.140  -0.23
C  -2.257  -1.032  -0.300  -0.19
C  -1.088  -1.916  -0.034  -0.12
C  0.184  -1.833  -0.460  -0.13
C  0.908  -0.688  -1.100  -0.35
C  1.224  0.556  -0.248  -0.21
C  1.011  -1.740  3.832  -0.38
H  0.406  2.619  -0.230  0.10
H  -1.898  1.986  0.126  0.11
H  -1.384  -0.075  -2.039  0.04
H  -2.888  0.635  -1.525  0.11
H  -2.756  -0.735  0.644  0.12
H  -3.015  -1.604  -0.864  0.11
H  -1.341  -2.776  0.596  0.10
H  0.862  -2.666  -0.251  0.10
H  0.300  -0.282  -1.948  -0.09
H  1.864  -1.079  -1.504  0.10
H  1.407  0.267  0.801  0.00
H  2.172  0.991  -0.604  0.11
H  1.515  -2.113  4.735  -0.02
H  1.192  -2.403  2.973  -0.03
H  -0.066  -1.632  4.012  -0.03
Cl  2.106  2.553  5.673  0.64
C  0.859  1.672  6.498  -0.63
C  0.905  1.612  7.886  -0.12
C  -0.008  0.799  8.581  -0.09
C  -0.884  -0.017  7.851  -0.10
C  -0.961  0.088  6.467  -0.05
C  -0.116  0.968  5.752  -0.36
C  -0.151  1.058  4.285  -0.35
H  1.665  2.180  8.418  0.10
H  -0.023  0.804  9.671  0.10
H  -1.513  -0.735  8.380  0.10
H  -1.686  -0.523  5.914  0.11
H  -0.908  0.429  3.810  0.04
H  -0.129  2.072  3.877  0.03

=====

(3)
Entry from the OMol25 dataset: a 3-piece molecular cluster, C2H7NO4 overall (the ωB97M-V functional and the def2-TZVPD basis).

The value obtained for the maximum force is 2.07 eV/Å. The orbital gap comes out at 10.2260 eV. The structure (SMILES) is O=CNC=O.O.O. Its total energy is -11867.0550 eV. Its relative energy (zero: lowest compared OMol25 entry of this formula, charge and spin) is 1.285 eV. Its highest occupied orbital energy is -10.002 eV.

Last column: Löwdin charge in e.
Geometry (Å):
O  0.115  1.164  2.623  0.09
C  1.107  0.649  2.200  -0.30
N  1.161  -0.135  1.022  0.08
C  0.026  -0.338  0.219  -0.31
O  -1.103  0.002  0.435  0.07
H  2.145  0.858  2.512  0.13
H  1.953  -0.731  0.898  0.10
H  0.194  -0.802  -0.760  0.13
H  -4.248  -0.535  -3.543  0.02
H  -4.953  0.227  -4.713  0.04
O  -5.097  -0.307  -3.919  -0.06
H  4.353  -0.605  -1.594  0.04
H  3.212  -0.124  -0.871  0.04
O  3.976  -0.731  -0.708  -0.08

=====

(4)
Entry from the OMol25 dataset: one molecule with the formula C11H13NS (the ωB97M-V functional and the def2-TZVPD basis).

The value obtained for the maximum force is 6.48 eV/Å. The orbital gap comes out at 8.5121 eV. Its total energy is -23939.7561 eV. Its relative energy (zero: lowest compared OMol25 entry of this formula, charge and spin) is 2.693 eV. Its highest occupied orbital energy is -7.751 eV.

Last column: Löwdin charge in e.
Geometry (Å):
C  -1.538  1.912  0.536  -0.08
C  -1.610  0.675  -0.062  -0.03
C  -0.294  2.532  0.728  -0.06
C  0.782  0.504  0.028  -0.05
C  -0.429  -0.102  -0.262  -0.26
C  0.872  1.820  0.487  -0.29
C  1.794  -3.014  -0.024  -0.43
C  0.998  -2.060  -1.917  -0.05
C  -0.505  -1.585  -0.317  -0.58
C  2.209  2.367  0.786  -0.06
C  -1.780  -2.205  -0.627  -0.15
N  1.889  -2.811  -1.259  -0.05
S  0.441  -2.384  0.958  0.97
H  -2.379  2.658  0.632  0.12
H  -2.433  -0.007  -0.103  0.08
H  -0.267  3.487  1.206  0.10
H  1.684  0.038  -0.048  0.07
H  2.653  -3.324  0.497  0.06
H  0.451  -2.612  -2.563  0.05
H  1.253  -0.957  -2.129  0.12
H  2.821  2.542  -0.109  0.09
H  2.061  3.185  1.497  0.08
H  2.814  1.533  1.266  0.10
H  -1.612  -3.180  -1.202  0.11
H  -2.338  -1.659  -1.412  0.10
H  -2.310  -2.436  0.164  0.02

=====

(5)
Entry from the OMol25 dataset: CFINO4S as an isolated structure (the ωB97M-V functional and the def2-TZVPD basis).

The value obtained for the maximum force is 5.72 eV/Å. The orbital gap comes out at 7.1504 eV. Its total energy is -32370.4843 eV. Its highest occupied orbital energy is -5.034 eV. As for the net charge: -1.

Last column: Löwdin charge in e.
Geometry (Å):
O  -0.856  -2.002  -0.009  -0.07
C  -1.130  -0.882  -0.462  -0.87
O  -2.340  -0.450  -0.672  -0.09
N  -0.047  0.115  -0.768  -0.57
I  1.427  -0.652  -1.983  0.91
S  0.617  0.807  0.653  0.61
O  0.590  2.262  0.462  -0.32
O  2.015  0.407  0.800  -0.41
F  -0.276  0.396  1.980  -0.18

=====

(6)
Entry from the OMol25 dataset: a 4-piece molecular cluster, C26H41F8N2O11 overall (the ωB97M-V functional and the def2-TZVPD basis).

The value obtained for the maximum force is 1.04 eV/Å. The orbital gap comes out at 7.1947 eV. Its total energy is -74862.6316 eV. Its highest occupied orbital energy is -11.971 eV. As for the net charge: +1.

Last column: Löwdin charge in e.
Geometry (Å):
C  2.719  2.080  4.489  -0.03
C  3.433  2.099  3.147  -0.43
O  4.419  1.107  3.040  0.00
C  2.449  1.978  1.949  -0.07
C  2.050  3.336  1.458  -0.13
C  2.668  3.945  0.359  0.08
C  2.263  5.237  -0.007  -0.03
N  1.311  5.903  0.615  0.16
N  0.734  5.302  1.637  -0.08
C  -0.345  6.073  2.295  -0.04
C  -1.622  5.241  2.409  -0.19
O  -2.677  6.163  2.429  -0.10
C  -3.849  5.684  3.042  -0.08
C  -5.093  6.192  2.290  -0.43
F  -5.925  6.839  3.120  0.15
F  -4.725  7.049  1.320  0.15
C  -5.893  5.075  1.590  -0.38
F  -6.803  5.628  0.782  0.18
F  -5.037  4.367  0.824  0.15
C  -6.642  4.120  2.558  -0.39
F  -7.857  4.601  2.796  0.18
F  -5.975  4.064  3.730  0.14
C  -6.768  2.696  1.980  -0.30
F  -5.589  2.065  2.139  0.10
F  -7.703  2.036  2.681  0.12
C  1.053  4.093  2.089  0.06
H  2.079  1.202  4.572  0.09
H  2.094  2.964  4.604  0.07
H  3.454  2.089  5.288  0.09
H  3.932  3.070  3.064  0.14
H  4.334  0.473  3.757  0.10
H  1.560  1.428  2.255  0.13
H  2.953  1.439  1.154  0.13
H  3.442  3.441  -0.200  0.14
H  2.734  5.735  -0.840  0.13
H  0.008  6.428  3.256  0.15
H  -0.561  6.908  1.639  0.14
H  -1.714  4.576  1.545  0.14
H  -1.607  4.652  3.329  0.13
H  -3.868  4.595  3.037  0.13
H  -3.932  6.005  4.080  0.15
H  -7.058  2.698  0.931  0.18
H  0.530  3.694  2.944  0.15
C  0.130  -3.215  -1.456  -0.05
C  0.286  -1.715  -1.363  -0.20
O  1.545  -1.338  -0.768  0.03
C  2.601  -1.407  -1.580  -0.61
O  2.577  -1.707  -2.744  0.13
O  3.679  -1.068  -0.870  -0.01
C  4.924  -1.146  -1.577  -0.03
H  0.275  -3.675  -0.478  0.08
H  -0.869  -3.463  -1.815  0.08
H  0.860  -3.648  -2.138  0.08
H  -0.472  -1.295  -0.704  0.12
H  0.186  -1.239  -2.338  0.12
H  4.879  -0.579  -2.505  0.10
H  5.179  -2.184  -1.783  0.10
H  5.672  -0.715  -0.919  0.09
C  7.876  -7.419  -5.422  -0.06
C  7.253  -7.260  -4.052  -0.21
O  6.947  -5.885  -3.762  0.03
C  5.839  -5.416  -4.332  -0.61
O  5.071  -6.037  -5.018  0.13
O  5.709  -4.132  -3.987  0.00
C  4.572  -3.475  -4.560  -0.04
H  8.750  -6.775  -5.519  0.08
H  8.184  -8.453  -5.575  0.08
H  7.170  -7.151  -6.207  0.08
H  7.954  -7.559  -3.276  0.12
H  6.353  -7.865  -3.947  0.12
H  3.657  -4.024  -4.353  0.10
H  4.703  -3.361  -5.635  0.10
H  4.513  -2.501  -4.095  0.06
C  -7.245  -3.348  -0.939  -0.06
C  -6.091  -3.665  -1.865  -0.21
O  -4.828  -3.268  -1.300  0.03
C  -4.334  -4.093  -0.380  -0.61
O  -4.820  -5.129  -0.012  0.13
O  -3.177  -3.582  0.054  -0.01
C  -2.542  -4.354  1.076  -0.04
H  -7.234  -2.292  -0.664  0.08
H  -8.192  -3.570  -1.431  0.08
H  -7.187  -3.936  -0.024  0.08
H  -6.174  -3.097  -2.789  0.12
H  -6.060  -4.723  -2.120  0.12
H  -2.417  -5.390  0.766  0.10
H  -3.114  -4.311  2.001  0.10
H  -1.565  -3.905  1.233  0.08